#w
C4H4N4 | the ωB97M-V functional and the def2-TZVPD basis

Geometry as ORCA input:
```
! RIJCOSX wB97M-V def2-TZVPD def2/J DEFGRID3
* xyz 0 1
H -2.4140 -1.1706 0.7813
N -2.3930 -0.0255 0.5816
C -1.2391 0.1298 -0.0389
N -0.6434 -1.1196 -0.4663
C 0.6462 -1.2565 -0.3499
C 1.4028 -0.3084 0.3252
N 1.1997 1.0189 0.4407
C 0.1712 1.7535 -0.1371
N -0.9138 1.4399 -0.6666
H 1.1202 -2.3488 -0.6469
H 2.4516 -0.8129 0.5418
H 0.6116 2.7001 -0.3649
*
```

Properties
SMILES = [H]/N=c1\nccncn1
orbital gap = 8.32 eV
highest occupied orbital energy = -10.044 eV

Atom charges from the Mulliken analysis, given in e for atoms 1 to 8: 0.32 -0.58 0.46 -0.47 0.10 0.10 -0.51 0.04

#x
C4H4N4 | the ωB97M-V functional and the def2-TZVPD basis

Geometry as ORCA input:
```
! RIJCOSX wB97M-V def2-TZVPD def2/J DEFGRID3
* xyz 0 1
H -2.8497 0.8306 0.0673
N -2.4453 -0.1626 0.0821
C -1.1648 -0.0920 0.0408
N -0.5591 -1.3097 -0.0789
C 0.7120 -1.4338 -0.1102
C 1.7751 -0.5301 0.1658
N 1.7374 0.7376 0.0179
C 0.5851 1.5263 -0.0932
N -0.6165 1.2136 -0.0155
H 1.0588 -2.5131 -0.2087
H 2.7103 -1.1031 0.2510
H 0.8216 2.6102 -0.1679
*
```

Properties
SMILES = [H]/N=c1/nccncn1
orbital gap = 8.03 eV
highest occupied orbital energy = -9.603 eV

Atom charges from the Mulliken analysis, given in e for atoms 1 to 8: 0.30 -0.63 0.53 -0.41 0.06 0.08 -0.49 0.07

The structure with the least stability is #w.

#w
C4H4N4 | the ωB97M-V functional and the def2-TZVPD basis

Geometry as ORCA input:
```
! RIJCOSX wB97M-V def2-TZVPD def2/J DEFGRID3
* xyz 0 1
C 1.9839 0.1275 0.0552
C 0.0204 0.6128 -0.2182
C -1.2520 1.1020 0.0284
C -0.0969 -0.7446 -0.1497
H 2.0148 -1.8923 0.1369
H 3.0211 -0.1551 0.0607
H -1.7464 2.1022 0.3825
H -3.0099 0.0691 0.0470
N 1.2251 -1.1832 -0.0372
N 1.3538 1.2096 -0.1606
N -2.0290 -0.0525 -0.0852
N -1.4849 -1.1955 -0.0598
*
```

Properties
orbital gap = 9.16 eV
highest occupied orbital energy = -8.198 eV

Atom charges from the Mulliken analysis, given in e for atoms 1 to 8: -0.09 0.43 -0.49 0.28 0.30 0.32 0.30 0.24

#x
C4H4N4 | the ωB97M-V functional and the def2-TZVPD basis

Geometry as ORCA input:
```
! RIJCOSX wB97M-V def2-TZVPD def2/J DEFGRID3
* xyz 0 1
C 1.3431 0.2292 -0.2001
C 0.4671 1.1816 0.0089
N -0.7109 0.6035 -0.0351
N -1.8511 1.1650 0.1641
N -2.6324 0.0410 -0.1103
N -1.9602 -1.0173 -0.1717
C -0.6402 -0.6682 0.0090
C 0.7084 -1.0951 0.1404
H 2.5077 0.4527 -0.4010
H 0.8873 2.2754 -0.2187
H 1.1151 -1.9865 -0.4593
H 0.7660 -1.1811 1.2738
*
```

Properties
SMILES = C1=Cn2nnnc2C1
orbital gap = 10.04 eV
highest occupied orbital energy = -9.741 eV

Atom charges from the Mulliken analysis, given in e for atoms 1 to 8: -0.48 0.10 0.78 -0.89 -0.36 -0.31 0.16 -0.05

The structure with the least stability is #x.

#w
C7H13NS | the ωB97M-V functional and the def2-TZVPD basis

Geometry as ORCA input:
```
! RIJCOSX wB97M-V def2-TZVPD def2/J DEFGRID3
* xyz 0 1
C 0.7088 0.6311 -0.2938
C 1.5054 1.6356 -0.5361
C 1.6712 -1.2015 1.2985
C -0.3897 -0.2175 -0.8051
C -0.2098 -0.6441 -2.3163
C -1.7741 0.5651 -0.6540
C -0.3601 -0.1637 2.4760
N -0.6373 -1.4537 -0.0075
S -0.0153 -1.6071 1.3895
H 1.0788 2.4810 -1.2192
H 2.2564 2.0351 0.1669
H 2.1817 -1.8496 0.4968
H 2.1454 -0.4886 1.7972
H 0.1994 0.0838 -2.9552
H -1.2019 -0.8261 -2.6095
H 0.4641 -1.5577 -2.3663
H -1.7981 1.3327 -1.4362
H -1.7506 1.1691 0.3167
H -2.6199 -0.1878 -0.6286
H -0.8157 0.4623 1.7082
H 0.4993 0.2175 2.9248
H -1.1383 -0.4162 3.2533
*
```

Properties
orbital gap (alpha / beta) = 8.19 / 7.81 eV
highest occupied orbital energy (alpha / beta) = -8.156 / -8.143 eV

Atom charges from the Mulliken analysis, given in e for atoms 1 to 8: 0.03 -0.92 -0.86 1.42 -1.53 -1.43 -0.33 -0.54

#x
C7H13NS | the ωB97M-V functional and the def2-TZVPD basis

Geometry as ORCA input:
```
! RIJCOSX wB97M-V def2-TZVPD def2/J DEFGRID3
* xyz 0 1
C -1.3251 1.1822 1.1451
C 1.1601 0.9626 0.4213
C 1.6475 -0.4067 -0.1577
C 2.8890 0.0171 -1.0295
C 0.7551 -1.1750 -1.0609
C -2.9117 -0.3996 0.4156
C -2.7254 0.9219 1.1926
N -0.2042 0.8096 0.8802
S 2.1111 -1.4515 1.2627
H 1.8575 1.1981 1.2145
H 1.0685 1.7123 -0.3460
H 2.4234 0.4448 -1.8799
H 3.5538 -0.9060 -1.2344
H 3.4965 0.7754 -0.5054
H -0.2309 -1.4406 -0.6844
H 1.2798 -2.0870 -1.3282
H 0.5788 -0.5802 -1.9785
H -4.0670 -0.7722 0.3888
H -2.2875 -1.0705 0.9808
H -2.6267 -0.4247 -0.6019
H -3.1057 0.9204 2.1660
H -3.3370 1.7696 0.7389
*
```

Properties
orbital gap = 4.70 eV
highest occupied orbital energy = -6.014 eV

Atom charges from the Mulliken analysis, given in e for atoms 1 to 8: 0.50 -1.10 0.90 -1.50 -1.53 -1.10 -0.37 0.08

The structure with the least stability is #w.

#w
C5H30N2O10 | the ωB97M-V functional and the def2-TZVPD basis

Geometry as ORCA input:
```
! RIJCOSX wB97M-V def2-TZVPD def2/J DEFGRID3
* xyz 0 1
C 0.6069 -1.9726 1.9298
N 0.1443 -1.5235 0.6354
C -0.7753 -0.5784 0.4334
O -1.0170 -0.1881 -0.7000
C -1.6368 0.0085 1.5668
C -2.7813 0.7967 0.9727
N -0.6579 0.8163 2.2139
C -1.1802 1.0341 3.7172
H 0.3716 -1.2481 2.6840
H 1.8332 -2.0991 1.9106
H -0.0474 -2.8637 2.3535
H 0.5630 -1.9698 -0.1367
H -2.1046 -0.7910 2.1044
H -2.5646 1.7674 1.1296
H -3.7263 0.5062 1.3664
H -2.8478 0.6728 -0.1413
H -0.7031 1.7952 1.6822
H -0.4305 1.7148 4.1329
H -2.1741 1.4729 3.8542
H -1.0747 0.1387 4.1499
O -0.6506 4.3343 0.2960
H -1.4314 4.3837 -0.3335
H -0.0804 3.7448 -0.2535
O -2.4011 -3.1845 0.8587
H -2.4776 -3.5733 -0.0126
H -3.3564 -3.0504 0.8764
O 0.8655 2.1597 -0.4993
H 1.7379 2.2352 -0.8987
H 0.9307 1.4852 0.0020
O -2.0695 2.3809 -2.6778
H -1.4641 3.0099 -2.1044
H -2.0643 1.5319 -2.2842
O 3.4050 0.2895 3.2807
H 3.3435 1.1247 3.7738
H 2.5064 -0.1310 3.2131
O 1.6878 0.1378 -2.8868
H 1.5256 0.6786 -3.6503
H 1.7007 -0.7654 -3.3956
O 4.8088 -0.6522 -0.9014
H 4.2954 -0.6479 -1.6709
H 4.2029 -0.9484 -0.1596
O 1.4502 -2.6700 -3.6405
H 0.6053 -2.3751 -3.5713
H 1.6663 -2.8866 -2.8006
O -0.8667 -1.5583 -2.8886
H -0.9663 -1.2437 -2.0068
H -1.2716 -0.8407 -3.4066
*
```

Properties
SMILES = CNC(=O)[C@H](C)NC.O.O.O.O.O.O.O.O.O
orbital gap = 9.79 eV
highest occupied orbital energy = -9.716 eV

Atom charges from the Mulliken analysis, given in e for atoms 1 to 8: -0.76 0.14 0.03 -0.53 0.37 -1.59 -0.22 -1.13

#x
C5H30N2O10 | the ωB97M-V functional and the def2-TZVPD basis

Geometry as ORCA input:
```
! RIJCOSX wB97M-V def2-TZVPD def2/J DEFGRID3
* xyz 0 1
C -1.3345 1.9737 -0.4347
C -0.2158 0.9524 -0.3064
C 0.9491 1.6037 0.3760
N -0.6947 -0.2429 0.4674
C 0.2593 -1.1080 0.7827
O 1.3879 -1.2137 0.2950
C -0.2868 -2.2935 1.6515
N 0.3530 -3.4794 0.9049
H -2.0281 1.9664 0.4640
H -2.0511 1.5485 -1.1480
H -1.1327 3.0930 -0.6122
H 0.2705 0.5555 -1.2584
H 1.3511 2.5174 -0.0387
H 0.8807 1.7368 1.4032
H 1.8911 1.1139 0.3866
H -1.6747 -0.4556 0.5659
H -1.3876 -2.4261 1.8185
H 0.2038 -2.1541 2.6802
H 0.3881 -4.3046 1.4991
H 1.2653 -3.2430 0.5929
O 2.2311 2.4976 -4.1530
H 2.3735 1.7959 -4.8044
H 1.3602 2.2134 -3.8104
O 2.8118 -0.6500 -1.9733
H 2.4509 0.2445 -1.9059
H 2.8252 -0.8394 -1.0000
O -0.7784 3.5777 3.0972
H -1.0352 2.9110 2.5133
H -0.7178 4.3670 2.6394
O -1.6388 -1.5287 -2.7257
H -1.1826 -0.8636 -2.1030
H -1.7547 -2.3337 -2.2161
O -3.9983 -1.9060 1.1337
H -3.8239 -2.4457 1.9358
H -4.8392 -2.3593 0.7717
O 0.6212 0.9460 3.9064
H 0.9370 0.4555 4.6179
H 1.4048 1.2774 3.4031
O 3.6114 -3.3303 -1.5807
H 3.0301 -4.0464 -1.7416
H 3.3520 -2.6056 -2.1742
O -2.7031 1.9258 3.7197
H -1.8383 1.5280 3.5822
H -2.4143 2.8517 4.1003
O 0.6044 0.3811 -5.1648
H 0.9874 -0.3836 -4.7810
H -0.2703 0.1789 -5.3763
*
```

Properties
SMILES = CC(C)NC(=O)CN.O.O.O.O.O.O.O.O.O
orbital gap = 9.53 eV
highest occupied orbital energy = -9.385 eV

Atom charges from the Mulliken analysis, given in e for atoms 1 to 8: -1.62 1.42 -1.88 0.13 0.36 -0.64 0.00 -0.66

The structure with the least stability is #w.